[1]
DFT (the ωB97M-V functional and the def2-TZVPD basis) results for a molecular structure, C25H25CdIN10O4S2.

Values from the calculation:
Energy relative to the best compared isomer or geometry (same formula, charge and spin): 0.000 eV
Kohn-Sham gap: 8.1 eV

ORCA input file:
```
! wB97M-V def2-TZVPD RIJCOSX def2/J DEFGRID3
* xyz 0 1
I -2.215 -4.214 4.242
Cd -1.197 0.464 -0.153
S -2.294 -1.408 -2.186
S -0.160 2.592 2.095
O 0.833 2.384 1.057
O 2.091 -1.436 -0.011
O -0.377 1.789 -1.991
O -0.336 3.923 2.600
N 0.839 0.121 -1.084
N -1.197 -1.465 1.190
N 1.098 -1.152 6.516
N -0.064 -2.175 1.272
N -3.032 3.734 1.438
N -0.018 -2.845 -2.453
N 1.858 1.759 -2.442
N -3.133 1.841 -0.005
N -1.550 -3.619 -0.980
N -1.531 1.882 1.593
C 3.077 1.184 -2.197
C -0.185 1.785 4.701
C -4.014 4.275 0.734
C 0.855 -0.245 5.492
C 0.734 1.236 -1.847
C -2.035 -1.979 2.080
C -4.595 3.667 -0.373
C 2.026 -0.463 -0.798
C 0.833 -0.701 -5.386
C -0.157 -3.132 2.203
C 3.211 0.106 -1.409
C 1.321 -0.493 4.198
C 2.158 -1.060 -5.574
C -1.420 -3.041 2.754
C 1.722 2.998 -3.197
C 1.039 0.389 3.171
C 2.733 -1.990 -4.718
C 0.278 1.522 3.421
C 0.655 -2.179 -3.509
C 0.070 -1.254 -4.365
C -1.230 -2.671 -1.889
C -2.575 2.549 1.016
C 0.102 0.909 5.731
C 1.989 -2.541 -3.691
C -4.115 2.414 -0.692
H 2.737 -0.623 -6.377
H 0.369 0.022 -6.046
H 1.423 0.209 2.174
H -5.388 4.134 -0.938
H 3.769 -2.281 -4.841
H -2.458 -3.553 -0.560
H 1.030 -0.791 7.452
H -0.258 1.113 6.733
H 2.453 -3.245 -3.008
H -1.071 -4.503 -0.942
H 2.675 3.222 -3.670
H 0.555 -3.553 -2.025
H 0.953 2.885 -3.957
H -4.524 1.837 -1.513
H 1.885 -1.766 6.384
H -0.767 2.681 4.882
H -0.957 -0.957 -4.231
H 1.437 3.813 -2.534
H 4.176 -0.337 -1.214
H 0.664 -3.798 2.417
H -4.364 5.245 1.078
H 0.752 -1.940 0.644
H 3.918 1.664 -2.678
H 1.917 -1.378 4.004
H -3.022 -1.566 2.211
*
```

---

[2]
DFT (the ωB97M-V functional and the def2-TZVPD basis) results for a single C4H4F2 molecule in a non-equilibrium geometry.

Values from the calculation:
Energy relative to the best compared isomer or geometry (same formula, charge and spin): 0.000 eV
Kohn-Sham gap (alpha / beta): 6.9 / 7.4 eV

ORCA input file:
```
! wB97M-V def2-TZVPD RIJCOSX def2/J DEFGRID3
* xyz 0 3
F 0.502 0.170 -1.687
F -0.505 -0.172 1.691
C -1.790 -0.436 -0.225
C 0.622 0.163 -0.340
C -0.624 -0.164 0.345
C 1.789 0.436 0.227
H 2.653 0.666 -0.369
H -1.886 -0.430 -1.295
H 1.890 0.431 1.296
H -2.657 -0.667 0.367
*
```

---

[3]
DFT (the ωB97M-V functional and the def2-TZVPD basis) results for a single C10H16INO2 molecule in a non-equilibrium geometry.

Values from the calculation:
SMILES: C[C@@H](O)/C=C(/I)C[C@H](C)[C@@H](C)N=C=O
Energy relative to the best compared isomer or geometry (same formula, charge and spin): 0.252 eV
Kohn-Sham gap: 9.6 eV

ORCA input file:
```
! wB97M-V def2-TZVPD RIJCOSX def2/J DEFGRID3
* xyz 0 1
I 3.391 -0.924 0.031
O 0.045 1.100 -3.004
O -0.655 2.697 1.927
N -1.661 0.685 1.238
C 1.638 1.216 -1.181
C -2.214 -1.047 2.684
C 0.274 -0.647 -0.285
C 0.528 1.863 -1.872
C -1.101 1.662 1.632
C 1.003 3.234 -2.291
C 0.034 -1.106 1.197
C 1.609 0.075 -0.508
C 0.265 -2.547 1.415
C -1.517 -0.706 1.370
H 1.917 3.119 -3.041
H 0.238 -1.544 -0.906
H -2.529 -2.180 2.761
H -3.111 -0.306 2.603
H 0.621 -0.440 1.781
H -0.519 -3.184 1.313
H 0.284 3.936 -2.811
H -1.620 -0.720 3.560
H -0.560 -0.110 -0.567
H 1.490 3.600 -1.438
H 0.690 -2.762 2.479
H 1.076 -2.828 0.659
H 0.603 1.442 -3.735
H 2.649 1.585 -1.365
H -0.328 1.979 -1.264
H -2.053 -1.310 0.585
*
```

---

[4]
DFT (the ωB97M-V functional and the def2-TZVPD basis) results for a molecular structure, C7H17CuN7S in a non-equilibrium geometry.

Values from the calculation:
Kohn-Sham gap: 9.3 eV

ORCA input file:
```
! wB97M-V def2-TZVPD RIJCOSX def2/J DEFGRID3
* xyz 1 1
Cu -0.431 0.208 0.257
S 0.669 2.059 -0.808
N -1.804 0.379 1.632
N 1.556 -0.634 0.362
N -3.467 0.983 2.914
N -2.263 -0.702 2.217
N -4.033 -1.140 3.657
N -3.251 -0.304 2.961
N -0.348 -0.823 -1.620
C 0.734 -1.812 -1.626
C 2.395 0.475 0.799
C -2.546 1.402 2.064
C 2.341 1.670 -0.158
C -0.330 0.184 -2.681
C 1.972 -1.301 -0.873
C 0.700 1.294 -2.483
H 0.363 -2.706 -1.118
H -1.231 -1.318 -1.683
H -3.593 -2.022 3.883
H 2.644 -2.146 -0.684
H 1.714 0.951 -2.670
H 1.469 -1.311 1.111
H 2.659 2.569 0.371
H 0.478 2.101 -3.182
H -1.322 0.640 -2.704
H 1.021 -2.087 -2.649
H -4.532 -0.685 4.411
H 2.025 0.788 1.777
H 2.994 1.538 -1.019
H -2.413 2.425 1.780
H 3.450 0.186 0.911
H 2.517 -0.587 -1.488
H -0.138 -0.274 -3.663
*
```

---

[5]
DFT (the ωB97M-V functional and the def2-TZVPD basis) results for 2 unconnected molecules or ions with the total composition C6H8N2O2 in a non-equilibrium geometry.

Values from the calculation:
SMILES: O=c1cc[nH]c(=O)[nH]1.C=C
Energy relative to the best compared isomer or geometry (same formula, charge and spin): 2.578 eV
Kohn-Sham gap: 9.5 eV

ORCA input file:
```
! wB97M-V def2-TZVPD RIJCOSX def2/J DEFGRID3
* xyz 0 1
O -3.824 2.400 0.099
O -4.496 -2.163 0.157
N -4.070 0.156 0.553
N -2.056 1.104 -0.520
C -3.361 1.220 0.073
C 6.232 -0.444 0.099
C -3.755 -1.173 0.142
C -1.456 -0.143 -0.462
C 5.226 0.376 0.284
C -2.318 -1.153 -0.329
H -1.644 2.059 -0.717
H 7.292 -0.138 0.131
H 4.175 0.222 0.103
H -0.326 -0.106 -0.858
H -4.821 0.245 1.346
H -2.172 -2.288 -0.478
H 5.317 1.334 0.778
H 6.056 -1.508 -0.402
*
```

---

[6]
DFT (the ωB97M-V functional and the def2-TZVPD basis) results for a single C3H5N3 molecule in a non-equilibrium geometry.

Values from the calculation:
SMILES: Cn1cnnc1
Energy relative to the best compared isomer or geometry (same formula, charge and spin): 1.445 eV
Kohn-Sham gap: 10.6 eV

ORCA input file:
```
! wB97M-V def2-TZVPD RIJCOSX def2/J DEFGRID3
* xyz 0 1
N -0.021 0.044 -0.084
N -2.098 0.683 0.054
N -2.084 -0.712 0.015
C 1.438 0.002 0.054
C -0.873 1.098 -0.030
C -0.846 -1.065 -0.039
H 1.701 -0.117 1.200
H 1.890 -0.954 -0.525
H -0.463 -2.107 -0.066
H -0.479 2.114 -0.118
H 1.836 1.014 -0.461
*
```